C4H11NO | the ωB97M-V functional and the def2-TZVPD basis

Structure (ORCA input):
```
! RIJCOSX wB97M-V def2-TZVPD def2/J DEFGRID3
* xyz 0 1
C 2.438 0.479 -0.108
C 1.530 -0.659 0.275
C 0.026 -0.323 0.313
C -0.736 0.315 -0.631
N -1.809 1.048 -0.172
H 2.314 0.835 -1.129
H 3.480 0.180 -0.026
H 2.397 1.376 0.503
H 1.670 -1.529 -0.390
H 1.797 -1.030 1.270
H 0.329 1.094 1.479
H -0.355 -0.862 1.198
H -1.570 1.826 0.448
H -2.402 1.400 -0.921
H -2.887 -1.920 -1.242
H -2.841 -0.723 -0.342
O -3.383 -1.507 -0.527
*
```

Calculated values
* lowest unoccupied orbital energy: -0.8 eV
* ΔE to the lowest compared entry with this formula, charge and spin: 567.75 kJ/mol
* gap between HOMO and LUMO: 7.48 eV